ORCA calculation (ωB97M-V with the def2-TZVPD basis set) on C4H6N2O in the gas phase.

Geometry as XYZ:
```
13
Properties=species:S:1:pos:R:3
C -2.191 -0.031 -0.114
O -1.057 -0.882 -0.094
C 0.145 -0.272 -0.083
C 0.610 0.920 -0.560
N 1.960 1.031 -0.303
C 2.295 -0.070 0.310
N 1.223 -0.910 0.475
H -1.994 1.010 -0.315
H -2.602 0.153 0.901
H -2.933 -0.515 -0.750
H 0.052 1.688 -1.076
H 3.291 -0.334 0.640
H 1.199 -1.788 0.969
```

Results
Total charge: 0
LUMO in eV: 0.86
SMILES: COc1cnc[nH]1
Frontier orbital gap in eV: 9.1
Highest occupied orbital energy in eV: -8.21
Energy above the lowest of the compared OMol25 structures with the same formula, charge and spin in kcal/mol: 32.9



ORCA calculation (ωB97M-V with the def2-TZVPD basis set) on a gas-phase ion, C9H10N3O2 (charge +1).

Geometry as XYZ:
```
24
Properties=species:S:1:pos:R:3
C 0.740 1.728 -2.816
C 1.743 1.544 -1.910
C -0.509 1.094 -2.616
C 1.571 0.709 -0.849
C -0.634 0.169 -1.599
C 0.364 0.064 -0.599
C -0.690 0.383 2.266
C -2.057 -1.258 1.509
C 0.137 -0.723 0.583
N -1.868 -0.158 2.313
N -0.942 -1.518 0.717
N 1.335 -1.257 1.466
O 0.068 1.186 2.660
O -3.062 -1.890 1.408
H 0.600 2.426 -3.604
H 2.758 2.033 -1.949
H -1.183 1.428 -3.245
H 2.284 0.789 -0.105
H -1.611 -0.348 -1.527
H -2.630 0.195 2.871
H -1.158 -2.280 0.080
H 2.160 -1.849 0.975
H 0.901 -2.016 2.026
H 1.683 -0.452 1.946
```

Results
Total charge: +1
LUMO in eV: -3.85
Frontier orbital gap in eV: 8.3
Highest occupied orbital energy in eV: -12.15
Energy above the lowest of the compared OMol25 structures with the same formula, charge and spin in kcal/mol: 45.4



ORCA calculation (ωB97M-V with the def2-TZVPD basis set) on a molecular structure, C51H56As2MoN3O2P.

Geometry as XYZ:
```
116
Properties=species:S:1:pos:R:3
Mo -0.427 0.559 0.314
N 0.552 -1.534 -0.266
C 0.574 -2.849 0.442
C 0.318 -2.704 1.930
C -1.160 -2.442 2.250
C -1.332 -1.244 3.170
N -1.334 0.030 2.409
H 0.250 -1.710 -1.223
H 1.521 -1.241 -0.345
H 1.544 -3.322 0.271
H -0.179 -3.499 0.008
H 0.932 -1.881 2.305
H 0.662 -3.606 2.437
H -1.604 -3.323 2.713
H -1.721 -2.246 1.329
H -0.511 -1.215 3.883
H -2.253 -1.330 3.748
H -0.968 0.771 3.007
H -2.301 0.295 2.243
C -4.311 -0.317 1.751
C -4.677 -1.410 0.783
C -5.801 -2.185 1.064
C -6.302 -3.091 0.150
C -5.692 -3.210 -1.091
C -4.546 -2.490 -1.366
C -3.993 -1.618 -0.415
P -2.518 -0.608 -0.927
C -1.756 -1.733 -2.185
C -1.653 -3.077 -1.789
C -1.064 -4.032 -2.594
C -0.547 -3.656 -3.827
C -0.629 -2.335 -4.225
C -1.222 -1.351 -3.428
C -1.243 0.056 -3.962
C -3.423 0.783 -1.666
C -4.716 0.734 -2.187
C -5.336 1.903 -2.591
C -4.684 3.122 -2.446
C -3.399 3.167 -1.934
C -2.750 1.995 -1.557
C -1.302 2.011 -1.196
H -5.218 0.118 2.168
H -3.780 0.486 1.233
H -3.733 -0.709 2.590
H -6.307 -2.041 2.012
H -7.180 -3.676 0.390
H -6.115 -3.858 -1.848
H -4.091 -2.606 -2.338
H -2.076 -3.386 -0.842
H -1.024 -5.065 -2.275
H -0.099 -4.393 -4.479
H -0.237 -2.048 -5.193
H -1.129 0.049 -5.045
H -0.408 0.637 -3.560
H -2.171 0.568 -3.722
H -5.247 -0.202 -2.274
H -6.336 1.870 -3.001
H -5.182 4.039 -2.734
H -2.886 4.117 -1.839
H -1.060 3.002 -0.833
H -0.768 1.927 -2.144
C 2.676 2.766 0.125
C 2.773 2.409 1.612
As 1.829 0.750 2.113
C 1.264 1.075 3.953
C 0.702 2.286 4.347
C 0.302 2.476 5.663
C 0.450 1.456 6.591
C 1.007 0.244 6.204
C 1.412 0.053 4.893
C 3.385 -0.372 2.513
C 3.644 -1.572 1.865
C 4.793 -2.294 2.159
C 5.689 -1.816 3.101
C 5.435 -0.615 3.755
C 4.287 0.102 3.465
As 1.612 1.559 -1.001
C 2.926 0.201 -1.486
C 2.588 -0.735 -2.471
C 3.498 -1.698 -2.873
C 4.763 -1.736 -2.299
C 5.107 -0.816 -1.322
C 4.191 0.146 -0.914
C 1.624 2.672 -2.601
C 1.055 3.943 -2.515
C 1.155 4.823 -3.579
C 1.821 4.442 -4.736
C 2.381 3.177 -4.827
C 2.283 2.290 -3.765
H 3.656 2.794 -0.352
H 2.251 3.756 -0.012
H 2.386 3.220 2.226
H 3.810 2.264 1.905
H 0.569 3.097 3.646
H -0.120 3.426 5.962
H 0.144 1.608 7.617
H 1.137 -0.551 6.926
H 1.876 -0.884 4.606
H 2.955 -1.952 1.120
H 4.986 -3.231 1.653
H 6.584 -2.378 3.334
H 6.128 -0.240 4.496
H 4.089 1.029 3.991
H 1.607 -0.694 -2.937
H 3.226 -2.411 -3.641
H 5.481 -2.480 -2.621
H 6.092 -0.835 -0.875
H 4.486 0.851 -0.147
H 0.540 4.252 -1.612
H 0.720 5.811 -3.505
H 1.910 5.134 -5.563
H 2.907 2.876 -5.723
H 2.737 1.313 -3.847
O -0.137 4.270 1.814
N -0.099 3.468 0.951
O -0.526 2.273 1.363
```

Results
Total charge: +2
LUMO (spin up / spin down) in eV: -5.83 / -5.97
Frontier orbital gap (spin up / spin down) in eV: 7.5 / 7.5
Highest occupied orbital energy (spin up / spin down) in eV: -13.38 / -13.47
Energy above the lowest of the compared OMol25 structures with the same formula, charge and spin in kcal/mol: 5.1
Multiplicity: 3



ORCA calculation (ωB97M-V with the def2-TZVPD basis set) on 2 unconnected molecules or ions with the total composition C3H6O5.

Geometry as XYZ:
```
14
Properties=species:S:1:pos:R:3
O 0.000 0.000 0.000
C -0.766 0.611 0.785
O -1.715 -0.020 1.618
C -1.558 -1.390 1.708
O -2.483 -1.954 2.519
C -3.484 -2.665 1.881
O -3.717 -2.635 0.664
H -0.779 1.699 0.993
H -1.651 -1.909 0.735
H -0.530 -1.559 2.082
H -3.965 -3.385 2.573
O 2.180 -1.658 -1.538
H 1.205 -1.670 -1.669
H 2.554 -1.701 -2.447
```

Results
Total charge: 0
LUMO in eV: 0.76
SMILES: O=COCOC=O.O
Frontier orbital gap in eV: 11.9
Highest occupied orbital energy in eV: -11.13
Energy above the lowest of the compared OMol25 structures with the same formula, charge and spin in kcal/mol: 42.1



ORCA calculation (ωB97M-V with the def2-TZVPD basis set) on C5H12N2S in the gas phase.

Geometry as XYZ:
```
20
Properties=species:S:1:pos:R:3
C -1.297 0.584 -1.562
C -0.344 0.287 -0.436
C -0.881 -0.682 0.625
N -2.083 -0.251 1.291
N 0.452 1.442 0.003
C 1.121 0.364 -0.680
C 2.149 -0.537 -0.016
S 2.628 -0.195 1.695
H -0.846 1.247 -2.308
H -1.577 -0.264 -2.082
H -2.189 1.040 -1.189
H -0.085 -0.979 1.293
H -1.137 -1.641 0.097
H -1.952 0.722 1.659
H -2.895 -0.086 0.664
H 0.643 1.464 1.007
H 1.444 0.623 -1.700
H 1.918 -1.600 -0.084
H 3.137 -0.454 -0.527
H 1.796 -1.085 2.251
```

Results
Total charge: 0
LUMO in eV: 0.81
SMILES: C[C@]1(CN)N[C@H]1CS
Frontier orbital gap in eV: 10.0
Highest occupied orbital energy in eV: -9.17
Energy above the lowest of the compared OMol25 structures with the same formula, charge and spin in kcal/mol: 20.9



ORCA calculation (ωB97M-V with the def2-TZVPD basis set) on C5H7NOS in the gas phase.

Geometry as XYZ:
```
15
Properties=species:S:1:pos:R:3
O -0.865 2.282 -0.069
C -1.109 1.080 -0.014
C -2.545 0.651 0.106
S -2.946 -0.860 -0.100
N -0.094 0.197 -0.210
C 1.290 0.620 -0.084
C 1.747 -0.841 0.042
C 0.237 -1.241 0.015
H -3.181 1.526 0.294
H 1.647 1.116 -1.020
H 1.417 1.315 0.746
H 2.272 -1.043 0.933
H 2.293 -1.218 -0.751
H -0.189 -1.671 0.938
H 0.024 -1.914 -0.824
```

Results
Total charge: 0
LUMO in eV: -0.93
SMILES: O=C(C=S)N1CCC1
Frontier orbital gap in eV: 8.1
Highest occupied orbital energy in eV: -9.02
Energy above the lowest of the compared OMol25 structures with the same formula, charge and spin in kcal/mol: 45.3



ORCA calculation (ωB97M-V with the def2-TZVPD basis set) on 2 unconnected molecules or ions with the total composition CHClFNS.

Geometry as XYZ:
```
6
Properties=species:S:1:pos:R:3
C -1.013 0.029 0.202
N 1.120 0.065 0.369
F -1.402 -0.927 0.971
S -1.739 0.933 -0.852
Cl 1.811 -1.087 -0.631
H 1.223 0.987 -0.059
```

Results
Total charge: 0
LUMO (spin up / spin down) in eV: 0.07 / -2.35
Frontier orbital gap (spin up / spin down) in eV: 7.3 / 7.9
Highest occupied orbital energy (spin up / spin down) in eV: -7.26 / -10.28
Energy above the lowest of the compared OMol25 structures with the same formula, charge and spin in kcal/mol: 0.0
Multiplicity: 3



ORCA calculation (ωB97M-V with the def2-TZVPD basis set) on C3H8N2O in the gas phase.

Geometry as XYZ:
```
14
Properties=species:S:1:pos:R:3
C 0.274 1.452 0.635
C -0.023 0.098 0.134
N 0.976 -0.846 0.448
C -0.494 -0.076 -1.313
N -1.341 -0.328 -0.157
O -1.761 -1.660 0.041
H 1.175 1.910 0.184
H 0.533 1.277 1.701
H -0.488 2.188 0.471
H 1.166 -1.120 1.402
H 1.857 -0.629 0.022
H -0.815 0.784 -1.741
H -0.210 -0.958 -1.872
H -0.849 -2.093 0.044
```

Results
Total charge: 0
LUMO in eV: 0.92
SMILES: C[C@]1(N)CN1O
Frontier orbital gap in eV: 9.8
Highest occupied orbital energy in eV: -8.85
Energy above the lowest of the compared OMol25 structures with the same formula, charge and spin in kcal/mol: 95.8